No. 1
{"formula": "C13H19N2", "method": "wB97M-V/def2-TZVPD", "multiplicity": 1, "total_charge": 1, "homo_ev": -11.54, "smiles": "CC(C)(C)/[NH+]=C/C=c1/cccc/c1=C/N", "lumo_ha": -0.1751, "e_above_lowest_kcal_mol": 69.0, "elements": ["C", "C", "C", "C", "C", "C", "C", "C", "C", "C", "C", "C", "C", "N", "N", "H", "H", "H", "H", "H", "H", "H", "H", "H", "H", "H", "H", "H", "H", "H", "H", "H", "H", "H"], "xyz": [[4.71, -0.96, 0.47], [4.60, 0.43, 0.95], [3.66, -1.43, -0.28], [3.52, 1.26, 0.67], [2.49, -0.68, -0.42], [2.42, 0.75, -0.09], [1.35, -1.37, -0.95], [-0.02, -1.17, -0.78], [1.52, 1.63, -0.70], [-2.81, 0.06, -0.95], [-2.43, -1.38, 1.19], [-2.05, 1.08, 1.17], [-1.94, -0.21, 0.29], [0.66, 1.30, -1.68], [-0.59, -0.16, -0.17], [5.64, -1.61, 0.62], [5.43, 0.89, 1.61], [3.63, -2.38, -0.65], [3.40, 2.35, 0.91], [1.69, -2.36, -1.41], [-0.74, -2.06, -1.13], [1.58, 2.71, -0.26], [-3.95, 0.02, -0.87], [-2.69, 0.96, -1.46], [-2.47, -0.74, -1.65], [-2.33, -1.13, 2.23], [-1.71, -2.11, 1.03], [-3.44, -1.55, 0.96], [-3.09, 1.35, 1.65], [-1.49, 0.93, 2.09], [-1.89, 2.03, 0.56], [0.83, 0.57, -2.37], [-0.11, 1.86, -1.90], [0.08, 0.46, 0.26]]}

No. 2
{"formula": "C14H17F3MgN2", "method": "wB97M-V/def2-TZVPD", "multiplicity": 1, "homo_ev": [-6.94, -7.48], "lumo_ha": [-0.0487, -0.0431], "elements": ["C", "C", "H", "H", "H", "H", "H", "H", "C", "C", "C", "C", "H", "H", "H", "H", "N", "C", "C", "N", "C", "C", "C", "H", "H", "C", "H", "H", "Mg", "C", "H", "H", "H", "F", "C", "F", "F"], "xyz": [[-2.22, -0.74, 2.07], [-2.02, 0.77, -1.90], [-2.77, -1.70, 1.95], [-2.89, 0.01, 2.54], [-1.38, -0.90, 2.77], [-1.34, 0.32, -2.63], [-3.04, 0.40, -2.08], [-1.97, 1.86, -1.95], [-0.60, -2.73, 0.31], [0.33, -3.78, 0.26], [1.60, -3.54, -0.26], [1.91, -2.25, -0.70], [-1.61, -2.87, 0.72], [0.03, -4.74, 0.66], [2.35, -4.32, -0.32], [2.89, -2.00, -1.12], [-0.28, -1.50, -0.10], [0.96, -1.22, -0.58], [1.29, 0.19, -0.93], [0.41, 1.14, -0.59], [0.54, 2.39, -1.03], [2.68, 1.88, -1.99], [1.68, 2.82, -1.73], [-0.30, 3.07, -0.85], [1.73, 3.85, -2.06], [2.49, 0.55, -1.60], [3.21, -0.23, -1.82], [3.60, 2.16, -2.50], [-1.79, 0.14, 0.15], [-2.04, 2.07, 1.08], [-2.58, 2.69, 0.36], [-1.09, 2.56, 1.32], [-2.62, 1.96, 2.00], [1.49, 1.15, 1.96], [0.42, 0.43, 2.38], [0.90, -0.83, 2.63], [0.05, 0.96, 3.59]]}

No. 3
{"formula": "C39H75N5O5P", "method": "wB97M-V/def2-TZVPD", "multiplicity": 2, "homo_ev": [-7.98, -8.82], "lumo_ha": [0.0239, 0.0221], "elements": ["C", "C", "O", "C", "C", "C", "C", "C", "C", "C", "C", "C", "P", "O", "O", "C", "C", "O", "C", "C", "C", "C", "C", "C", "N", "O", "C", "C", "C", "C", "H", "H", "H", "H", "H", "H", "H", "H", "H", "H", "H", "H", "H", "H", "H", "H", "H", "H", "H", "H", "H", "H", "H", "H", "H", "H", "H", "H", "H", "H", "H", "H", "H", "H", "H", "H", "H", "H", "H", "H", "H", "H", "H", "H", "H", "H", "H", "C", "C", "C", "C", "N", "H", "H", "H", "H", "H", "H", "H", "C", "C", "C", "C", "N", "H", "H", "H", "H", "H", "H", "H", "C", "C", "C", "C", "N", "H", "H", "H", "H", "H", "H", "H", "C", "C", "C", "C", "N", "H", "H", "H", "H", "H", "H", "H"], "xyz": [[3.89, -6.05, 0.23], [4.39, -4.70, -0.58], [3.45, -4.49, -1.70], [4.07, -3.65, -2.76], [3.05, -2.42, -3.25], [1.59, -2.98, -3.77], [0.33, -1.97, -3.44], [-0.18, -2.34, -1.90], [-0.61, -0.98, -1.08], [-1.55, 0.06, -1.93], [-2.81, -0.63, -2.73], [-4.25, -0.59, -1.95], [-4.93, -2.35, -1.49], [-4.30, -2.92, -0.14], [-4.63, -3.54, -2.73], [-3.91, -4.71, -2.21], [-3.51, -5.69, -3.51], [-6.65, -2.12, -1.14], [-7.39, -3.39, -1.29], [-7.10, -4.51, -0.13], [0.80, -0.14, -0.75], [1.46, -0.53, 0.70], [2.79, 0.48, 0.87], [2.05, -2.05, 0.81], [0.59, -0.27, 1.90], [0.90, -1.12, 2.91], [-0.88, -0.26, 1.58], [-1.48, 1.29, 1.40], [-1.65, -0.84, 2.95], [-1.34, -1.26, 0.36], [2.84, -5.87, 0.73], [3.84, -6.95, -0.51], [4.64, -6.37, 1.10], [5.50, -4.88, -0.91], [4.29, -3.79, 0.15], [4.29, -4.34, -3.69], [5.09, -3.20, -2.34], [3.58, -1.82, -4.12], [2.98, -1.69, -2.32], [1.66, -3.15, -4.93], [1.30, -4.03, -3.28], [0.65, -0.85, -3.56], [-0.54, -2.15, -4.23], [0.56, -3.04, -1.32], [-1.18, -2.99, -2.06], [-1.98, 0.96, -1.32], [-0.85, 0.53, -2.77], [-2.95, 0.01, -3.73], [-2.63, -1.73, -3.08], [-5.05, -0.15, -2.72], [-4.23, 0.09, -0.99], [-2.86, -4.44, -1.71], [-4.53, -5.37, -1.45], [-4.20, -6.63, -3.60], [-2.40, -6.04, -3.39], [-3.55, -4.98, -4.45], [-8.55, -3.12, -1.22], [-7.22, -3.79, -2.40], [-6.45, -4.08, 0.78], [-6.52, -5.47, -0.51], [-8.12, -4.83, 0.35], [0.45, 1.00, -0.69], [1.54, -0.19, -1.67], [3.12, 0.33, 2.01], [3.68, 0.03, 0.23], [2.54, 1.60, 0.62], [2.92, -2.19, 1.60], [2.51, -2.32, -0.26], [1.16, -2.83, 0.96], [-0.75, 2.00, 0.83], [-2.54, 1.17, 0.86], [-1.75, 1.68, 2.49], [-1.54, -2.01, 3.06], [-2.81, -0.64, 2.79], [-1.34, -0.24, 3.92], [-1.28, -2.41, 0.65], [-2.51, -1.05, 0.19], [-8.71, 1.40, -0.83], [-8.34, 1.66, 0.63], [-7.40, 2.86, 0.79], [-6.10, 2.60, 0.04], [-5.03, 2.39, -0.58], [-7.83, 1.14, -1.43], [-9.40, 0.55, -0.90], [-9.19, 2.27, -1.28], [-7.87, 0.76, 1.04], [-9.25, 1.85, 1.20], [-7.17, 3.02, 1.85], [-7.86, 3.77, 0.40], [3.79, 2.64, 4.31], [5.28, 2.93, 4.16], [5.56, 4.17, 3.31], [5.00, 3.96, 1.91], [4.55, 3.79, 0.75], [3.32, 2.42, 3.34], [3.63, 1.76, 4.95], [3.26, 3.49, 4.76], [5.77, 2.05, 3.72], [5.71, 3.07, 5.16], [6.64, 4.34, 3.25], [5.10, 5.05, 3.75], [-3.58, 5.86, -1.28], [-2.32, 6.59, -1.74], [-1.67, 5.94, -2.96], [-1.26, 4.51, -2.63], [-0.92, 3.33, -2.35], [-3.36, 4.83, -0.96], [-4.03, 6.37, -0.43], [-4.33, 5.82, -2.09], [-1.61, 6.62, -0.91], [-2.58, 7.62, -1.99], [-0.78, 6.50, -3.26], [-2.36, 5.92, -3.81], [10.63, 4.74, 4.04], [11.00, 3.26, 4.18], [9.81, 2.33, 3.97], [8.74, 2.62, 5.01], [7.85, 2.86, 5.87], [9.90, 5.04, 4.80], [11.52, 5.37, 4.17], [10.21, 4.94, 3.05], [11.43, 3.10, 5.18], [11.78, 3.02, 3.45], [10.13, 1.28, 4.07], [9.39, 2.46, 2.97]]}

No. 4
{"formula": "C36H20CaF8N4O4S", "method": "wB97M-V/def2-TZVPD", "multiplicity": 1, "total_charge": -2, "homo_ev": -1.56, "lumo_ha": 0.1555, "e_above_lowest_kcal_mol": 11.9, "elements": ["Ca", "O", "C", "C", "C", "C", "C", "C", "C", "N", "N", "C", "O", "C", "C", "C", "C", "C", "C", "H", "H", "H", "H", "H", "H", "H", "H", "H", "H", "F", "C", "C", "F", "C", "F", "C", "S", "C", "F", "C", "F", "O", "C", "O", "C", "C", "C", "C", "C", "C", "C", "C", "C", "N", "H", "H", "H", "H", "H", "H", "F", "C", "F", "F", "C", "C", "C", "N", "C", "C", "H", "H", "H", "H"], "xyz": [[0.69, -0.28, 0.43], [2.21, -0.32, -1.14], [2.27, 0.14, -2.34], [2.93, -0.57, -3.37], [3.06, -0.04, -4.64], [2.54, 1.22, -4.97], [1.86, 1.92, -3.99], [1.69, 1.41, -2.69], [0.86, 2.22, -1.77], [0.46, 1.80, -0.64], [-0.47, 2.60, 0.06], [-0.61, 2.19, 1.30], [0.11, 1.36, 1.96], [-1.84, 2.75, 1.99], [-2.05, 2.42, 3.32], [-3.20, 2.85, 3.99], [-4.15, 3.61, 3.31], [-3.95, 3.93, 1.97], [-2.80, 3.51, 1.31], [3.32, -1.55, -3.11], [3.58, -0.62, -5.40], [2.66, 1.64, -5.96], [1.42, 2.89, -4.21], [0.52, 3.21, -2.10], [-1.31, 1.81, 3.81], [-3.36, 2.57, 5.02], [-5.05, 3.93, 3.82], [-4.69, 4.50, 1.43], [-2.63, 3.72, 0.27], [-0.56, -5.44, -4.59], [0.06, -5.07, -3.44], [-0.19, -3.85, -2.87], [-1.06, -3.01, -3.45], [0.46, -3.49, -1.69], [0.14, -2.27, -1.23], [1.39, -4.28, -1.02], [2.17, -3.82, 0.48], [1.59, -5.51, -1.66], [2.45, -6.41, -1.13], [0.97, -5.90, -2.83], [1.22, -7.12, -3.37], [-2.25, -2.50, 2.70], [-1.66, -1.82, 1.87], [-0.41, -1.66, 1.70], [-2.54, -0.98, 0.93], [-3.92, -0.85, 1.26], [-4.71, -0.04, 0.53], [-4.18, 0.62, -0.61], [-4.94, 1.47, -1.46], [-4.38, 2.03, -2.57], [-3.03, 1.73, -2.91], [-2.28, 0.93, -2.10], [-2.83, 0.38, -0.92], [-2.01, -0.38, -0.12], [-4.27, -1.40, 2.13], [-5.76, 0.11, 0.78], [-5.97, 1.67, -1.20], [-4.97, 2.68, -3.21], [-2.60, 2.15, -3.81], [-1.26, 0.69, -2.35], [7.07, -0.17, 4.19], [5.85, -0.10, 4.75], [5.80, -1.06, 5.69], [5.80, 1.07, 5.41], [4.73, -0.22, 3.75], [3.43, -0.32, 4.21], [2.42, -0.41, 3.28], [2.65, -0.40, 1.97], [3.91, -0.32, 1.53], [4.99, -0.22, 2.40], [3.21, -0.34, 5.27], [1.38, -0.49, 3.57], [4.02, -0.35, 0.45], [5.99, -0.16, 2.01]]}

No. 5
{"formula": "C31H43N3O17", "method": "wB97M-V/def2-TZVPD", "multiplicity": 1, "homo_ev": -8.90, "smiles": "O=C1C=C(O)C(=O)C=C1O.O=C1C=C(O)C(=O)C=C1O.O=C1C=C(O)C(=O)C=C1O.CN(C)C=O.CN(C)C=O.CN(C)C=O.COCCOC", "lumo_ha": -0.0502, "e_above_lowest_kcal_mol": 0.0, "elements": ["C", "O", "C", "C", "O", "C", "H", "H", "H", "H", "H", "H", "H", "H", "H", "H", "C", "O", "N", "C", "C", "H", "H", "H", "H", "H", "H", "H", "C", "O", "N", "C", "C", "H", "H", "H", "H", "H", "H", "H", "C", "O", "N", "C", "C", "H", "H", "H", "H", "H", "H", "H", "C", "C", "C", "O", "C", "C", "C", "O", "O", "O", "H", "H", "H", "H", "C", "C", "C", "O", "C", "C", "C", "O", "O", "O", "H", "H", "H", "H", "C", "C", "C", "O", "C", "C", "C", "O", "O", "O", "H", "H", "H", "H"], "xyz": [[0.57, 2.87, 0.04], [0.73, 2.03, -1.07], [1.02, 2.76, -2.26], [-0.25, 3.19, -2.96], [-1.24, 3.75, -2.12], [-2.17, 4.49, -2.84], [0.44, 2.27, 0.95], [-0.19, 3.64, 0.09], [1.56, 3.26, 0.34], [1.64, 2.16, -2.92], [1.65, 3.61, -2.01], [-0.73, 2.33, -3.45], [0.08, 3.78, -3.83], [-1.94, 5.54, -3.08], [-3.11, 4.58, -2.30], [-2.46, 4.09, -3.82], [1.57, -5.18, 3.58], [0.71, -4.33, 3.40], [2.77, -5.21, 2.97], [3.78, -6.13, 3.43], [3.20, -4.13, 2.09], [1.44, -6.07, 4.21], [4.62, -5.58, 3.87], [4.21, -6.78, 2.66], [3.37, -6.76, 4.22], [4.01, -4.44, 1.43], [2.35, -3.71, 1.56], [3.79, -3.42, 2.69], [-1.08, 3.67, 3.12], [-1.62, 2.86, 3.85], [-0.27, 4.68, 3.52], [0.03, 5.80, 2.65], [-0.02, 4.85, 4.94], [-1.20, 3.71, 2.03], [-0.61, 6.64, 2.95], [-0.25, 5.56, 1.63], [1.07, 6.09, 2.75], [-0.18, 3.92, 5.47], [0.97, 5.28, 5.09], [-0.77, 5.56, 5.32], [-4.07, -1.80, -2.80], [-4.96, -1.03, -2.51], [-3.94, -3.07, -2.35], [-2.95, -3.96, -2.90], [-4.79, -3.55, -1.28], [-3.32, -1.48, -3.55], [-2.51, -3.46, -3.77], [-3.42, -4.92, -3.10], [-2.09, -4.14, -2.25], [-5.38, -4.38, -1.68], [-4.21, -3.96, -0.45], [-5.37, -2.77, -0.80], [1.67, 1.99, 4.56], [2.52, 2.13, 5.58], [3.18, 0.95, 6.24], [3.94, 1.08, 7.16], [2.76, -0.34, 5.65], [2.06, -0.49, 4.53], [1.47, 0.72, 3.87], [0.79, 0.61, 2.87], [1.84, -1.67, 3.96], [2.84, 3.32, 6.12], [1.10, 2.82, 4.16], [3.15, -1.11, 6.31], [1.19, -1.55, 3.24], [2.31, 4.04, 5.78], [-0.86, -1.42, -7.26], [0.10, -1.26, -8.17], [1.48, -0.78, -7.82], [2.39, -0.84, -8.63], [1.63, -0.18, -6.52], [0.65, -0.24, -5.60], [-0.65, -1.02, -5.89], [-1.43, -1.17, -4.98], [0.64, 0.52, -4.52], [-0.07, -1.58, -9.45], [-1.75, -1.93, -7.61], [2.41, 0.55, -6.33], [-0.08, 0.31, -3.89], [0.74, -1.39, -9.94], [-1.62, -0.17, 1.44], [-1.68, 0.23, 0.17], [-1.25, -0.61, -0.96], [-1.20, -0.20, -2.11], [-0.81, -1.97, -0.61], [-0.71, -2.36, 0.66], [-1.06, -1.49, 1.80], [-0.87, -1.78, 2.95], [-0.37, -3.63, 0.96], [-2.25, 1.41, -0.15], [-1.93, 0.51, 2.22], [-0.59, -2.61, -1.45], [-0.16, -3.69, 1.92], [-2.00, 1.60, -1.08]]}

No. 6
{"formula": "C6H13N2", "method": "wB97M-V/def2-TZVPD", "multiplicity": 3, "total_charge": 1, "homo_ev": [-9.60, -13.76], "lumo_ha": [-0.1089, -0.2142], "e_above_lowest_kcal_mol": 77.2, "elements": ["C", "C", "C", "C", "C", "C", "N", "N", "H", "H", "H", "H", "H", "H", "H", "H", "H", "H", "H", "H", "H"], "xyz": [[0.19, 1.33, -0.51], [-0.32, 0.12, -0.18], [1.65, 1.41, -0.14], [1.87, 0.12, 0.77], [1.00, -1.72, -0.48], [-2.61, -0.29, -0.41], [0.63, -0.69, 0.55], [-3.13, 0.44, 0.65], [-0.16, 2.13, -1.11], [2.25, 1.27, -1.14], [1.92, 2.40, 0.25], [2.89, -0.40, 0.65], [1.93, 0.44, 1.75], [1.40, -1.12, -1.29], [1.89, -2.33, -0.23], [0.22, -2.32, -0.85], [-2.95, -1.34, -0.38], [-2.73, 0.15, -1.41], [-3.28, 1.36, 0.59], [0.25, -1.08, 1.40], [-2.92, 0.13, 1.53]]}

No. 7
{"formula": "C24H52N2O5P", "method": "wB97M-V/def2-TZVPD", "multiplicity": 1, "total_charge": -1, "homo_ev": -3.74, "lumo_ha": 0.0811, "elements": ["C", "C", "O", "N", "C", "C", "C", "C", "P", "N", "C", "C", "C", "C", "C", "C", "C", "C", "O", "C", "C", "O", "H", "H", "H", "H", "H", "H", "H", "H", "H", "H", "H", "H", "H", "H", "H", "H", "H", "H", "H", "H", "H", "H", "H", "H", "H", "H", "H", "H", "H", "H", "H", "H", "H", "H", "H", "H", "C", "C", "C", "O", "C", "H", "H", "H", "H", "H", "H", "H", "H", "C", "C", "C", "O", "C", "H", "H", "H", "H", "H", "H", "H", "H"], "xyz": [[0.41, -1.29, 2.94], [1.92, -1.89, 2.69], [2.93, -0.99, 2.54], [2.32, -3.35, 2.67], [1.77, -4.06, 1.42], [0.34, -4.76, 1.93], [-0.73, -5.04, 0.72], [-2.29, -5.25, 1.23], [-2.91, -3.89, 2.43], [-3.40, -2.63, 3.61], [-4.18, -3.18, 1.18], [-3.55, -2.77, -0.28], [-3.80, -1.18, -0.68], [-2.48, -0.32, -0.20], [-2.26, 0.86, -1.36], [-0.63, 1.05, -1.50], [-0.11, 0.27, -2.87], [1.51, -0.08, -2.83], [2.30, 1.07, -2.35], [2.82, 0.85, -0.99], [2.47, 2.04, 0.13], [3.58, -0.21, -0.64], [0.47, -0.23, 3.48], [-0.13, -1.22, 1.89], [-0.29, -1.98, 3.61], [2.02, -3.87, 3.54], [1.50, -3.27, 0.60], [2.53, -4.90, 1.05], [0.57, -5.80, 2.44], [-0.05, -4.06, 2.79], [-0.42, -6.09, 0.24], [-0.65, -4.26, -0.18], [-2.98, -5.44, 0.30], [-2.27, -6.27, 1.86], [-1.86, -3.03, 1.93], [-2.08, -4.46, 3.46], [-3.97, -4.80, 2.88], [-3.17, -3.00, 4.58], [-2.90, -1.73, 3.43], [-5.07, -3.97, 1.08], [-4.63, -2.20, 1.70], [-2.41, -3.00, -0.41], [-4.14, -3.42, -1.08], [-4.78, -0.73, -0.22], [-3.92, -1.16, -1.86], [-1.53, -1.01, -0.23], [-2.57, 0.15, 0.87], [-2.83, 1.86, -1.06], [-2.64, 0.51, -2.43], [-0.33, 2.18, -1.47], [-0.04, 0.53, -0.60], [-0.28, 0.89, -3.84], [-0.69, -0.75, -2.92], [1.84, -0.25, -3.96], [1.62, -1.05, -2.18], [2.62, 3.12, -0.37], [3.10, 1.91, 1.11], [1.31, 1.97, 0.39], [5.87, 3.15, 2.88], [5.65, 4.52, 2.28], [4.32, 4.91, 2.88], [4.24, 4.28, 4.17], [5.30, 3.32, 4.27], [6.92, 2.84, 2.88], [5.29, 2.40, 2.32], [6.44, 5.20, 2.62], [5.64, 4.52, 1.19], [3.49, 4.55, 2.28], [4.22, 6.00, 3.00], [6.05, 3.71, 4.96], [4.91, 2.38, 4.67], [-1.73, 4.97, -5.11], [-2.74, 4.35, -6.04], [-2.12, 2.99, -6.31], [-1.37, 2.63, -5.14], [-1.27, 3.79, -4.29], [-2.14, 5.78, -4.50], [-0.89, 5.38, -5.69], [-3.70, 4.22, -5.52], [-2.92, 4.93, -6.95], [-1.42, 3.04, -7.16], [-2.87, 2.22, -6.53], [-1.93, 3.62, -3.43], [-0.24, 3.89, -3.94]]}

| no. | energy (Eh) |
| --- | --- |
| 1 | -615.93020 |
| 2 | -1152.67631 |
| 3 | -2521.79949 |
| 4 | -3778.86246 |
| 5 | -2650.29286 |
| 6 | -345.42455 |
| 7 | -1772.29183 |